The following is a DFT calculation (ωB97M-V/def2-TZVPD) of a molecular structure, C30H68F5NNbO10P2.

```
! RIJCOSX wB97M-V def2-TZVPD def2/J DEFGRID3
* xyz -1 1
C 1.3786 -1.8338 3.4358
C 0.0809 -1.0403 4.1254
O -0.8793 -2.0486 4.6014
C -2.2671 -1.5219 4.6145
C -3.2217 -2.6979 3.9836
C -4.2729 -2.1945 2.8296
C -3.5251 -1.4679 1.5225
C -3.5083 -2.5474 0.2830
Nb -3.2441 -1.5276 -1.7921
C -4.5633 -3.2213 -2.6104
C -4.5194 -3.4014 -4.2323
N -3.4709 -3.8769 -4.9865
C -1.3014 -2.6356 -2.2162
C -1.3175 -4.2402 -1.8679
C 0.0003 -4.9205 -2.6413
C 1.4351 -4.2954 -2.1580
F 1.4194 -3.8307 -0.7222
F 2.4616 -5.3757 -2.2194
C 1.9975 -3.0599 -3.0998
F 3.4176 -3.3983 -3.4794
F 2.1085 -1.7563 -2.3442
F 1.2681 -2.8865 -4.3777
C -3.0044 -0.5288 -3.8341
P -4.5325 0.5052 -4.3914
O -4.0371 1.3174 -5.6937
O -5.8904 -0.4504 -4.9173
O -4.9726 1.7568 -3.2250
P -2.1052 0.3779 -0.5275
C -0.3694 -0.1630 0.1745
C -1.6546 1.8570 -1.6922
C -0.8948 3.0337 -0.7992
H 2.4188 -1.3814 3.7983
H 1.3796 -1.7281 2.2593
H 1.4083 -2.9786 3.7198
H -0.3285 -0.3197 3.2977
H 0.5026 -0.4901 5.0766
H -2.5053 -1.2930 5.7605
H -2.3756 -0.4961 4.0274
H -3.8838 -3.1124 4.8820
H -2.5621 -3.5965 3.6269
H -5.1231 -1.5118 3.2701
H -4.8220 -3.1723 2.4210
H -4.1547 -0.4970 1.3122
H -2.4149 -1.2527 1.8407
H -4.5965 -3.0292 0.2342
H -2.7655 -3.4385 0.4305
H -4.8140 -0.5788 -1.5833
H -5.7002 -2.9889 -2.3284
H -4.3446 -4.2718 -2.0870
H -5.4755 -3.0371 -4.8464
H -2.7140 -4.1312 -4.3136
H -1.1269 -2.5631 -3.3956
H -0.3375 -2.1874 -1.7286
H -1.2577 -4.5021 -0.7287
H -2.2493 -4.8249 -2.2995
H -0.1609 -4.9344 -3.8132
H 0.0123 -6.0701 -2.3203
H -2.0819 0.2276 -3.8953
H -2.7962 -1.2901 -4.7300
H -6.6149 -0.2474 -4.2266
H -4.6685 1.4695 -2.3145
H -0.3723 -1.2766 0.5653
H -0.1541 0.5409 1.1053
H 0.5041 0.0453 -0.5934
H -0.9180 1.5158 -2.5448
H -2.6336 2.3649 -2.1216
H 0.2284 2.7075 -0.7200
H -1.4182 3.1398 0.2470
H -0.9841 4.0495 -1.3859
C 4.8020 -1.8865 -1.0630
O 5.7377 -1.0231 -0.4272
C 6.9763 -1.6829 -0.1439
C 8.0595 -1.2859 -1.1486
O 7.7688 -1.7970 -2.4539
C 7.2561 -0.7929 -3.3230
H 3.9652 -1.2794 -1.4231
H 5.2445 -2.4064 -1.9162
H 4.4207 -2.6148 -0.3420
H 6.8433 -2.7718 -0.1172
H 7.2866 -1.3589 0.8551
H 9.0096 -1.7338 -0.8375
H 8.1934 -0.1977 -1.1744
H 8.0572 -0.1037 -3.6059
H 6.4357 -0.2373 -2.8597
H 6.8789 -1.2805 -4.2256
C 6.4524 2.9192 3.3412
O 6.4202 2.7680 4.7559
C 5.1067 2.9645 5.2908
C 4.4442 1.6306 5.6403
O 4.1498 0.8730 4.4618
C 5.0826 -0.1820 4.2533
H 7.4253 2.5692 2.9812
H 5.6711 2.3320 2.8526
H 6.3417 3.9749 3.0789
H 4.4840 3.5444 4.5980
H 5.2227 3.5513 6.2081
H 3.4875 1.8314 6.1348
H 5.0659 1.0514 6.3337
H 4.9150 -0.9750 4.9882
H 6.1153 0.1721 4.3195
H 4.9194 -0.5915 3.2532
C -2.9811 5.4686 0.9194
O -3.1785 5.3552 -0.4854
C -4.5663 5.3424 -0.8370
C -5.0104 6.6961 -1.3946
O -4.9939 7.7058 -0.3799
C -3.8613 8.5612 -0.4904
H -1.9200 5.6675 1.1014
H -3.5648 6.2879 1.3462
H -3.2494 4.5281 1.4083
H -5.1851 5.0468 0.0196
H -4.6888 4.5830 -1.6165
H -6.0464 6.6117 -1.7406
H -4.3929 6.9911 -2.2516
H -3.9775 9.2195 -1.3564
H -2.9317 7.9919 -0.5798
H -3.8065 9.1759 0.4117
*
```

Properties
Molecular weight in g mol⁻¹: 852.7
F_max in Eh/bohr: 0.13411
E in eV: -87877.62129

Results of the Mulliken charge analysis, in e, for atoms 1 through 5: C -0.36; C 0.12; O -0.39; C -0.43; C -0.57